No. 1
Molecular formula: C17H31N3ORhSSi2
Method: DFT, ωB97M-V/def2-TZVPD

Each line ends with the Mulliken spin population.
Atoms and positions in Å:
1 Rh -0.25555 0.84486 -0.19549  2.58
2 C -0.73237 -2.25920 1.94185  0.07
3 Si -1.55616 -0.77957 1.14878  0.37
4 C -2.69329 0.01425 2.39626  0.04
5 C -2.56348 -1.37423 -0.33725  0.00
6 C -3.56629 -2.29828 -0.01025  0.02
7 C -4.37148 -2.89484 -0.96578  0.01
8 C -4.19194 -2.56906 -2.30182  0.00
9 C -3.21867 -1.64816 -2.64879  0.01
10 C -2.38894 -1.02966 -1.70264  -0.02
11 Si -1.21002 0.26184 -2.41759  0.39
12 C -2.22630 1.63616 -3.16449  0.02
13 C -0.11000 -0.50482 -3.71215  0.04
14 H -1.53437 -2.89611 2.33094  0.00
15 H -0.08571 -1.99250 2.77961  -0.01
16 H -0.15634 -2.84593 1.22589  0.00
17 H -3.43146 -0.72927 2.71535  0.00
18 H -3.23494 0.86081 1.97114  0.00
19 H -2.16028 0.35953 3.28409  0.00
20 H -3.72442 -2.57462 1.02898  0.01
21 H -5.13111 -3.60857 -0.67412  0.00
22 H -4.80960 -3.02743 -3.06325  0.00
23 H -3.10546 -1.40183 -3.70140  0.00
24 H -2.86224 1.20934 -3.94767  0.01
25 H -1.61284 2.41693 -3.61686  0.00
26 H -2.87543 2.09601 -2.41811  0.00
27 H -0.75672 -0.86776 -4.51846  0.01
28 H 0.45220 -1.35389 -3.32153  0.01
29 H 0.59334 0.20911 -4.14214  0.00
30 O 1.91316 0.94435 -0.15758  0.09
31 C 2.72771 0.89677 0.77947  -0.03
32 C 2.32705 0.77068 2.21560  0.08
33 C 2.82522 -0.63738 2.64940  -0.02
34 C 2.88843 -1.68915 1.51486  0.00
35 C 4.17935 -1.70050 0.67127  0.00
36 C 4.33517 -0.50645 -0.27091  0.00
37 N 4.04516 0.72252 0.50630  0.01
38 H 1.24213 0.85418 2.28436  0.01
39 H 2.76958 1.55961 2.82691  0.00
40 H 2.16347 -0.99516 3.43760  0.00
41 H 3.81511 -0.55083 3.10420  0.00
42 H 2.01749 -1.57705 0.85878  0.03
43 H 2.77958 -2.67416 1.96894  0.00
44 H 4.22238 -2.62241 0.08772  0.00
45 H 5.03840 -1.72959 1.35024  0.00
46 H 3.63219 -0.53786 -1.10003  0.00
47 H 5.33864 -0.43897 -0.68463  0.00
48 H 4.61168 0.76269 1.34407  0.00
49 N 1.00292 3.99891 -0.22317  0.01
50 C -0.17104 4.16414 0.37977  0.03
51 N -0.48503 5.35572 0.87854  0.03
52 S -1.28922 2.87416 0.53070  0.18
53 H 1.64674 4.75878 -0.37227  0.00
54 H 1.19771 3.11180 -0.66352  0.00
55 H 0.11473 6.15784 0.77644  0.00
56 H -1.36881 5.47424 1.34385  0.00

Values from the calculation:
**⟨S²⟩**: 6.007
**Energy**: -54242.603 eV
**Energy relative to the best compared isomer or geometry (same formula, charge and spin)**: 0.0 kcal/mol
**Charge**: +1
**Strongest force on any atom**: 0.5 eV Å⁻¹
**Frontier orbital gap (alpha / beta)**: 6.72 / 7.10 eV
**E_HOMO (alpha / beta)**: -8.9674 / -11.4005 eV
**Spin multiplicity**: 5

***

No. 2
Molecular formula: C17H31N3OsP2
Method: DFT, ωB97M-V/def2-TZVPD

Each line ends with the Mulliken spin population.
Atoms and positions in Å:
1 P 0.20320 -1.84940 -2.57202  0.29
2 P 0.12816 1.93176 -1.62757  0.50
3 C 0.19352 -0.17074 -3.55570  0.00
4 C 0.58405 1.26704 -3.20756  -0.02
5 H -0.69361 -0.18319 -4.18549  0.05
6 H 1.00535 -0.46358 -4.24404  0.02
7 H 1.64925 1.44627 -3.39098  -0.02
8 H 0.00623 1.97753 -3.78789  0.02
9 C -1.63933 2.35386 -1.75270  0.06
10 H -1.79197 3.27011 -1.17983  0.01
11 H -2.17191 1.50293 -1.26581  0.00
12 H -1.97187 2.47356 -2.78219  0.00
13 C 1.23431 3.25576 -1.21550  0.05
14 H 1.23472 4.04387 -1.98810  0.02
15 H 2.25700 2.86291 -1.11648  0.01
16 H 0.94369 3.68472 -0.24656  0.00
17 C -0.96525 -3.15721 -3.08895  -0.01
18 H -0.84149 -4.00184 -2.40247  0.00
19 H -0.82270 -3.50130 -4.11727  0.01
20 H -1.99685 -2.80127 -2.96644  0.01
21 C 1.92768 -2.39498 -2.68836  0.00
22 H 2.51984 -1.76703 -2.01976  0.00
23 H 2.33031 -2.32247 -3.69974  0.00
24 H 1.98823 -3.42461 -2.33372  0.00
25 Os -0.51116 -0.21668 -1.34461  2.50
26 C 0.44267 1.42929 -5.98942  0.01
27 C -0.91304 1.44529 -5.81022  0.00
28 C -1.86557 0.74882 -6.71891  0.00
29 C -1.46531 -0.68593 -7.11454  0.00
30 C -0.74418 -1.48190 -6.06377  0.01
31 C 0.60071 -1.57455 -6.05240  0.02
32 C 1.51903 -0.75764 -6.91384  0.00
33 C 1.12146 0.72682 -7.11839  0.00
34 C -0.10814 -1.67639 0.14324  -0.03
35 H 1.08877 2.12482 -5.45111  0.00
36 H -1.39707 2.12714 -5.11638  0.00
37 H -1.96673 1.32286 -7.65547  0.00
38 H -2.85786 0.75175 -6.23477  0.00
39 H -2.38928 -1.21565 -7.37764  0.00
40 H -0.86392 -0.66304 -8.03556  0.00
41 H -1.36210 -2.07351 -5.38487  0.00
42 H 1.11329 -2.33377 -5.45928  -0.01
43 H 1.58290 -1.19276 -7.92533  0.00
44 H 2.53810 -0.80840 -6.48732  0.00
45 H 2.05828 1.27211 -7.30548  0.00
46 H 0.53106 0.84106 -8.04047  0.00
47 H 0.80547 -1.25619 0.60410  0.02
48 H 0.06082 -2.75077 -0.05787  0.00
49 H -0.93515 -1.57668 0.87770  0.01
50 N -0.67045 0.83254 0.44232  0.15
51 C -0.48061 1.12658 1.57584  -0.05
52 N -0.35468 1.77448 2.64805  0.26
53 C -0.22125 1.41060 3.91333  -0.07
54 N -0.11583 1.29910 5.07310  0.18

Values from the calculation:
**⟨S²⟩**: 6.041
**Energy**: -43620.586 eV
**Energy relative to the best compared isomer or geometry (same formula, charge and spin)**: 101.5 kcal/mol
**Charge**: +2
**Strongest force on any atom**: 6.7 eV Å⁻¹
**Frontier orbital gap (alpha / beta)**: 6.51 / 4.65 eV
**E_HOMO (alpha / beta)**: -13.5537 / -14.6704 eV
**Spin multiplicity**: 5

***

No. 3
Molecular formula: C17H31N3P2Pd
Method: DFT, ωB97M-V/def2-TZVPD

Each line ends with the Mulliken spin population.
Atoms and positions in Å:
1 P -0.21553 -1.77744 -5.19623  0.05
2 P 0.19380 1.88170 -5.58903  0.00
3 C -0.58598 -0.61130 -6.57814  0.00
4 C 0.39927 0.56122 -6.80498  0.00
5 H -1.62778 -0.25148 -6.44610  0.00
6 H -0.57133 -1.24135 -7.48442  0.00
7 H 1.45539 0.24814 -6.81429  0.00
8 H 0.18642 1.05046 -7.76533  0.00
9 C -1.25130 2.80728 -6.19178  0.00
10 H -1.58804 3.54414 -5.45262  0.00
11 H -2.08722 2.14473 -6.44544  0.00
12 H -0.93917 3.34063 -7.09660  0.00
13 C 1.53601 3.08229 -5.69538  0.00
14 H 1.29637 3.79210 -6.50668  0.00
15 H 2.48139 2.56003 -5.91029  0.00
16 H 1.61876 3.63531 -4.74377  0.00
17 C -1.30922 -3.17552 -5.55517  0.00
18 H -1.30447 -3.88138 -4.70754  0.00
19 H -0.93747 -3.69455 -6.45677  0.00
20 H -2.33473 -2.81643 -5.74499  0.00
21 C 1.47282 -2.34738 -5.50729  0.00
22 H 2.16517 -1.50297 -5.62989  0.00
23 H 1.49605 -2.93618 -6.43807  0.00
24 H 1.84094 -2.99798 -4.70079  0.02
25 Pd 1.05998 -2.10326 -1.27988  1.21
26 C 0.08440 2.64938 -2.44069  0.31
27 C -1.18873 2.20554 -2.47961  0.37
28 C -1.83863 1.13969 -3.33335  0.03
29 C -1.81758 -0.33781 -2.93928  0.08
30 C -0.67220 -1.22259 -3.50568  -0.10
31 C 0.71553 -0.85161 -2.95245  0.46
32 C 1.17874 0.52960 -3.27120  -0.05
33 C 1.23436 1.65904 -2.23742  0.16
34 C 0.66501 -3.07211 0.38750  0.39
35 H 0.36446 3.70177 -2.33378  0.03
36 H -1.94452 2.74998 -1.89447  0.01
37 H -1.52652 1.23882 -4.40414  0.00
38 H -2.90687 1.42744 -3.36875  0.01
39 H -1.80008 -0.43451 -1.83740  -0.01
40 H -2.77777 -0.79623 -3.24404  0.00
41 H -0.93516 -2.22203 -3.09812  0.04
42 H 1.52326 -1.54961 -3.31679  0.05
43 H 0.45844 0.88199 -4.08863  0.11
44 H 2.18663 0.45457 -3.71436  0.00
45 H 1.27304 1.23850 -1.22144  -0.01
46 H 2.18447 2.20099 -2.37484  0.01
47 H 1.35743 -2.71719 1.16933  0.00
48 H 0.76562 -4.15126 0.22059  0.05
49 H -0.36685 -2.76970 0.64743  -0.01
50 N 0.83422 -0.55050 -0.00328  0.29
51 C 0.38718 0.13771 0.84620  -0.12
52 N -0.13541 1.11744 1.47820  0.39
53 C -0.13442 1.32682 2.77082  -0.11
54 N -0.21376 1.63011 3.90274  0.34

Values from the calculation:
**⟨S²⟩**: 6.065
**Energy**: -44632.885 eV
**Energy relative to the best compared isomer or geometry (same formula, charge and spin)**: 24.5 kcal/mol
**Charge**: +2
**Strongest force on any atom**: 2.7 eV Å⁻¹
**Frontier orbital gap (alpha / beta)**: 5.61 / 3.83 eV
**E_HOMO (alpha / beta)**: -12.8033 / -13.6734 eV
**Spin multiplicity**: 5

***

No. 4
Molecular formula: C17H32BClO4PS
Method: DFT, ωB97M-V/def2-TZVPD

Each line ends with the natural charge from an NBO analysis.
Atoms and positions in Å:
1 C 6.29200 -1.06315 2.48706  -0.60
2 C 6.96917 0.03000 1.65810  -0.42
3 C 6.17883 1.33687 1.64098  -0.05
4 O 5.46357 1.45493 0.43879  -0.55
5 C 4.20619 2.07437 0.51452  -0.32
6 P 2.68075 1.00363 0.03031  0.79
7 S 3.86034 -0.89531 -0.56750  -0.48
8 Cl 2.75128 0.16000 2.17500  -0.58
9 C 1.51101 2.52813 0.51306  -0.82
10 C 0.54223 2.37877 1.61570  0.57
11 O 0.66030 2.99163 2.65033  -0.57
12 C -0.68923 1.53214 1.45678  -0.04
13 C -0.67977 0.14469 1.32418  -0.22
14 C -1.87426 -0.55643 1.19003  -0.21
15 C -3.09068 0.12551 1.19962  -0.23
16 C -3.11182 1.51033 1.33955  -0.23
17 C -1.91637 2.20646 1.46817  -0.22
18 B 2.68859 1.40606 -1.87711  0.74
19 C 1.57473 0.75525 -2.81394  -1.04
20 O 3.62835 2.20798 -2.50106  -0.93
21 H 5.88452 -0.66720 3.41175  0.20
22 H 5.49270 -1.53413 1.92700  0.23
23 H 6.99925 -1.84655 2.76100  0.18
24 H 7.06162 -0.33653 0.64142  0.22
25 H 7.94789 0.21433 2.09594  0.18
26 H 6.88660 2.17024 1.72795  0.14
27 H 5.52690 1.36182 2.51242  0.18
28 H 4.22820 2.95819 -0.12523  0.18
29 H 4.00615 2.41429 1.52757  0.19
30 H 1.52701 0.20581 -0.12008  -0.07
31 H 3.78141 -0.87711 -1.90859  0.09
32 H 2.15689 3.36614 0.75042  0.23
33 H 0.99495 2.75370 -0.42116  0.22
34 H 0.25096 -0.39474 1.34437  0.25
35 H -1.84339 -1.62745 1.07489  0.20
36 H -4.00654 -0.43959 1.10553  0.21
37 H -4.05124 2.04067 1.34407  0.20
38 H -1.92348 3.27740 1.59765  0.21
39 H 0.90298 1.52021 -3.19966  0.23
40 H 1.00898 -0.03641 -2.33317  0.24
41 H 2.06170 0.31066 -3.68714  0.21
42 H 3.94825 1.83589 -3.32564  0.48
43 C -7.98898 -3.05015 -0.58974  -0.64
44 C -7.21922 -1.76078 -0.82759  -0.06
45 O -5.82434 -1.88400 -0.64538  -0.53
46 C -5.15988 -2.79012 -1.50524  -0.06
47 C -5.26385 -2.42930 -2.97755  -0.64
48 H -7.73361 -3.47114 0.38346  0.21
49 H -9.06203 -2.85681 -0.61845  0.21
50 H -7.76769 -3.80287 -1.34814  0.20
51 H -7.53631 -1.00980 -0.10357  0.19
52 H -7.44483 -1.35694 -1.82182  0.16
53 H -5.51214 -3.81419 -1.33294  0.15
54 H -4.11497 -2.75958 -1.19728  0.20
55 H -6.28354 -2.53484 -3.35337  0.20
56 H -4.62364 -3.08437 -3.56875  0.22
57 H -4.95249 -1.39662 -3.13750  0.22

Values from the calculation:
**Energy**: -59662.126 eV
**Charge**: -1
**Strongest force on any atom**: 2.0 eV Å⁻¹
**Frontier orbital gap**: 6.86 eV
**E_HOMO**: -4.4932 eV
**Spin multiplicity**: 1

***

> Among the records above, which one has the lowest charge?

C17H32BClO4PS